Here is a molecular structure, C45H60BrN5O3RbSb2SeSi from the Open Molecules 2025 dataset. Energies are from ωB97M-V with the def2-TZVPD basis set.

Computed properties:
HOMO-LUMO gap	6.41	eV
calculated total energy	-8019.7604	hartree
2S+1	1
relative energy (zero: lowest compared OMol25 entry of this formula, charge and spin)	0.000	eV
HOMO energy	-4.48	eV
charge	-1
LUMO	1.938	eV

Each line ends with the Löwdin charge.
CARTESIAN COORDINATES (ANGSTROEM)
Rb  0.122  0.537  -0.512  0.717
C  3.999  -2.624  -1.422  -0.420
C  3.208  -3.594  -2.303  -0.387
C  2.798  -2.953  -3.632  -0.394
Sb  1.179  -1.558  -3.225  1.502
C  -0.109  -3.137  -2.545  -0.360
C  -0.813  -3.076  -1.347  -0.113
C  -1.610  -4.142  -0.945  -0.088
C  -1.719  -5.278  -1.731  -0.098
C  -1.028  -5.348  -2.930  -0.089
C  -0.231  -4.285  -3.326  -0.130
C  0.414  -1.529  -5.212  -0.377
C  -0.953  -1.658  -5.442  -0.134
C  -1.465  -1.620  -6.731  -0.085
C  -0.613  -1.444  -7.814  -0.105
C  0.751  -1.313  -7.597  -0.106
C  1.259  -1.356  -6.305  -0.137
Sb  4.183  -3.004  0.693  1.485
C  5.569  -4.627  0.453  -0.404
C  5.413  -5.855  1.092  -0.136
C  6.371  -6.855  0.970  -0.097
C  7.507  -6.644  0.204  -0.107
C  7.682  -5.424  -0.433  -0.102
C  6.723  -4.428  -0.303  -0.151
C  2.456  -4.201  1.077  -0.398
C  2.128  -5.363  0.375  -0.142
C  0.980  -6.079  0.680  -0.090
C  0.149  -5.654  1.708  -0.102
C  0.468  -4.511  2.421  -0.101
C  1.609  -3.783  2.100  -0.141
H  3.630  -1.601  -1.520  0.010
H  5.037  -2.593  -1.772  0.037
H  2.317  -3.957  -1.785  0.053
H  3.820  -4.489  -2.472  0.106
H  2.464  -3.691  -4.365  0.045
H  3.635  -2.413  -4.083  0.049
H  -0.786  -2.191  -0.719  0.062
H  -2.165  -4.079  -0.018  0.086
H  -2.350  -6.098  -1.410  0.099
H  -1.111  -6.224  -3.563  0.098
H  0.296  -4.349  -4.273  0.094
H  -1.624  -1.784  -4.601  0.087
H  -2.532  -1.723  -6.884  0.100
H  -1.008  -1.406  -8.822  0.094
H  1.424  -1.174  -8.436  0.095
H  2.331  -1.254  -6.167  0.092
H  4.530  -6.048  1.691  0.091
H  6.221  -7.801  1.475  0.098
H  8.253  -7.423  0.106  0.095
H  8.566  -5.242  -1.032  0.097
H  6.895  -3.482  -0.806  0.086
H  2.772  -5.714  -0.423  0.097
H  0.733  -6.965  0.106  0.103
H  -0.749  -6.214  1.944  0.102
H  -0.168  -4.170  3.231  0.100
H  1.822  -2.867  2.643  0.076
C  -5.845  -0.164  -2.067  -0.024
C  -4.488  -0.128  -1.419  -0.294
N  -4.310  -0.127  -0.154  0.053
O  -5.536  -0.178  0.549  -0.086
C  -3.323  -0.065  -2.329  -0.325
C  -3.564  0.126  -3.801  -0.050
N  -2.126  -0.098  -1.825  -0.183
O  -1.116  0.052  -2.667  -0.539
H  -6.652  -0.170  -1.345  0.065
H  -5.923  -1.048  -2.703  0.084
H  -5.963  0.699  -2.725  0.080
H  -5.233  -0.122  1.460  0.033
H  -4.215  -0.639  -4.230  0.075
H  -2.605  0.117  -4.310  0.046
H  -4.041  1.091  -4.006  0.080
O  1.221  -0.509  1.925  -0.258
H  0.306  -0.727  2.176  -0.036
H  1.431  0.281  2.458  -0.103
C  -0.034  5.800  3.448  -0.239
Si  1.242  4.429  3.741  -0.022
C  1.765  4.550  5.552  -0.256
C  2.756  4.921  2.721  -0.246
Se  0.506  2.403  3.241  0.280
H  0.167  6.671  4.078  0.018
H  -1.045  5.445  3.661  0.017
H  -0.008  6.136  2.408  0.007
H  2.090  5.561  5.819  0.016
H  2.585  3.856  5.747  0.016
H  0.936  4.269  6.207  0.015
H  3.084  5.942  2.943  0.019
H  2.529  4.859  1.654  0.012
H  3.585  4.239  2.922  0.018
Br  -5.896  -1.632  4.088  0.755
C  -4.166  -1.357  3.370  -0.706
C  -3.561  -0.118  3.478  -0.101
C  -2.288  0.033  2.939  -0.121
N  -1.637  -0.954  2.329  0.079
C  -2.250  -2.129  2.221  -0.122
C  -3.515  -2.391  2.719  -0.097
H  -4.046  0.709  3.976  0.111
H  -1.759  0.977  3.033  0.013
H  -1.693  -2.913  1.719  0.082
H  -3.973  -3.363  2.601  0.105
C  -0.809  4.414  -0.003  -0.162
C  -1.922  5.489  0.078  -0.158
N  -3.199  4.941  -0.392  -0.161
C  -3.012  4.427  -1.750  -0.157
C  -1.971  3.280  -1.756  -0.158
N  -1.385  3.131  -0.417  -0.211
C  -2.445  2.768  0.534  -0.171
C  -3.578  3.824  0.482  -0.146
H  -0.322  4.256  0.961  0.058
H  -0.036  4.690  -0.726  0.118
H  -1.680  6.364  -0.531  0.110
H  -2.059  5.834  1.106  0.102
H  -2.691  5.261  -2.381  0.109
H  -3.978  4.085  -2.131  0.109
H  -1.165  3.471  -2.470  0.119
H  -2.421  2.327  -2.033  0.087
H  -1.982  2.728  1.522  0.064
H  -2.818  1.771  0.282  0.083
H  -3.789  4.225  1.477  0.113
H  -4.506  3.391  0.099  0.112